No. 1
# C7H4MgNO5

A structure of composition C7H4MgNO5 at a distorted geometry (ωB97M-V/def2-TZVPD, the OMol25 dataset).

Calculated values
HOMO energy (spin up / spin down) (eV): -10.6 / -12.0
Kohn-Sham gap (spin up / spin down) (eV): 5.238 / 7.377
Relative energy (zero: lowest compared OMol25 entry of this formula, charge and spin) (eV): 2.946
E_LUMO (spin up / spin down) (eV): -5.4 / -4.6

Structure (ORCA input):
```
! wB97M-V def2-TZVPD RIJCOSX def2/J DEFGRID3
* xyz 1 1
O -0.40 -1.67 -0.81
C -0.11 -0.73 -1.77
Mg -0.48 0.56 0.33
C -0.68 0.79 2.63
O -0.63 0.76 3.79
C 1.42 -0.51 -1.95
O 2.32 -1.08 -2.46
C -1.44 0.24 -1.80
O -2.43 0.28 -2.42
C 0.62 -1.28 1.03
O 0.95 -2.33 1.39
H -0.08 -1.22 -2.83
C 0.94 4.87 -0.36
C 0.61 3.48 -0.18
N 0.31 2.36 -0.03
H 0.88 5.14 -1.43
H 1.97 5.06 -0.01
H 0.24 5.51 0.21
*
```

=====

No. 2
# C4H14N4

A cluster of 2 separate species, C4H14N4 in total at a distorted geometry (ωB97M-V/def2-TZVPD, the OMol25 dataset).

Calculated values
Structure (SMILES): [H]/N=C(\C)NC.CNN
HOMO energy (eV): -7.7
Kohn-Sham gap (eV): 8.682
Relative energy (zero: lowest compared OMol25 entry of this formula, charge and spin) (eV): 3.711
E_LUMO (eV): 1.0

Structure (ORCA input):
```
! wB97M-V def2-TZVPD RIJCOSX def2/J DEFGRID3
* xyz 0 1
H 0.92 0.40 -2.42
N 0.41 -0.16 -1.74
C 0.01 0.57 -0.75
C 0.46 2.00 -0.57
N -1.52 0.41 -0.25
C -2.38 -0.58 -0.86
H 1.53 2.04 -0.37
H 0.27 2.55 -1.50
H -0.08 2.51 0.23
H -2.00 1.26 0.03
H -3.43 -0.37 -0.63
H -2.16 -1.58 -0.48
H -2.22 -0.61 -1.95
C 1.29 -0.19 2.06
N 0.79 -0.74 0.80
N 1.29 -2.07 0.57
H 1.25 -0.95 2.84
H 0.70 0.69 2.31
H 2.33 0.14 1.96
H -0.27 -0.80 0.74
H 2.17 -1.96 0.05
H 0.65 -2.56 -0.06
*
```

=====

No. 3
# C17H30F5N4O5PSSn

A structure of composition C17H30F5N4O5PSSn at a distorted geometry (ωB97M-V/def2-TZVPD, the OMol25 dataset).

Calculated values
HOMO energy (eV): -12.1
Kohn-Sham gap (eV): 1.473
E_LUMO (eV): -10.7

Structure (ORCA input):
```
! wB97M-V def2-TZVPD RIJCOSX def2/J DEFGRID3
* xyz 2 1
C -4.12 3.58 2.59
C -3.05 2.90 1.74
O -2.33 4.00 1.02
C -2.07 2.08 2.60
N -2.21 0.64 2.55
C -1.57 0.03 1.34
C -0.77 -1.17 1.82
O 0.35 -1.41 1.00
C 0.35 -2.53 0.15
P 0.59 -4.12 1.20
C 1.23 -3.52 2.81
O -0.90 -4.67 1.51
O -0.90 -2.65 -0.50
C -0.87 -1.62 -1.44
O -1.78 -0.87 -1.65
C 0.48 -1.70 -2.09
S 0.12 -2.84 -3.52
C 1.38 -2.26 -0.99
C 2.37 -1.20 -0.42
C 1.88 0.24 -0.62
C 2.57 1.01 -1.75
C 1.61 1.90 -2.55
N 1.49 3.27 -2.00
C 0.33 3.35 -1.21
N 0.40 3.35 0.06
N -0.92 3.42 -1.97
C 2.24 -3.48 -1.35
F 1.49 -4.60 -1.53
F 3.09 -3.74 -0.32
C 3.13 -3.31 -2.66
F 3.11 -2.04 -3.11
F 4.41 -3.63 -2.36
F 2.70 -4.14 -3.63
H -3.68 4.27 3.35
H -4.67 2.83 3.14
H -4.81 4.14 1.97
H -3.55 2.29 0.99
H -1.40 3.73 0.91
H -1.04 2.33 2.37
H -2.24 2.38 3.64
H -3.20 0.44 2.49
H -0.91 0.74 0.86
H -2.36 -0.31 0.69
H -1.42 -2.03 1.96
H -0.39 -0.91 2.80
H 2.05 -4.18 3.04
H 1.63 -2.52 2.74
H 0.49 -3.63 3.59
H -1.59 -4.23 1.00
H 0.80 -0.78 -2.54
H -1.04 -2.26 -3.86
H 3.35 -1.28 -0.87
H 2.54 -1.39 0.62
H 0.81 0.29 -0.70
H 2.10 0.78 0.29
H 3.04 0.36 -2.48
H 3.34 1.65 -1.35
H 0.63 1.43 -2.64
H 1.98 1.99 -3.56
H 1.35 3.92 -2.76
H -0.56 3.39 0.41
H -1.47 2.59 -1.79
H -1.43 4.26 -1.72
Sn -2.22 5.45 2.71
*
```

=====

No. 4
# C18H27FNOSScSi2

A structure of composition C18H27FNOSScSi2 at a distorted geometry (ωB97M-V/def2-TZVPD, the OMol25 dataset).

Calculated values
HOMO energy (eV): -8.4
Kohn-Sham gap (eV): 8.140
Relative energy (zero: lowest compared OMol25 entry of this formula, charge and spin) (eV): 0.196
E_LUMO (eV): -0.3

Structure (ORCA input):
```
! wB97M-V def2-TZVPD RIJCOSX def2/J DEFGRID3
* xyz 0 1
Sc -0.17 -0.39 0.08
O -2.03 -1.11 0.23
N -2.46 -2.30 0.61
C -3.79 -2.47 0.77
C -4.30 -3.67 1.15
C -3.42 -4.74 1.37
C -2.07 -4.54 1.21
C -1.56 -3.29 0.84
S 0.11 -2.97 0.68
H -4.38 -1.59 0.57
H -5.37 -3.79 1.27
H -3.79 -5.71 1.67
H -1.36 -5.34 1.37
F -1.15 -0.51 -6.22
C -0.83 -0.42 -4.91
C -0.87 0.81 -4.29
C -0.54 0.88 -2.94
C -0.17 -0.24 -2.18
C -0.15 -1.46 -2.88
C -0.48 -1.57 -4.23
H -1.15 1.69 -4.85
H -0.57 1.86 -2.48
H 0.13 -2.38 -2.37
H -0.46 -2.52 -4.74
C -1.05 -0.03 4.67
Si -0.83 1.18 3.22
C -2.54 1.29 2.38
C -0.49 2.86 4.02
C 0.50 0.76 1.95
Si 2.12 0.08 2.61
C 2.05 -1.18 4.02
C 2.98 -0.83 1.17
C 3.28 1.45 3.22
H -2.00 0.18 5.18
H -0.25 0.09 5.40
H -1.06 -1.07 4.35
H -3.20 2.00 2.90
H -3.04 0.32 2.40
H -2.47 1.61 1.34
H -1.28 3.10 4.75
H -0.46 3.67 3.29
H 0.46 2.85 4.55
H 0.78 1.75 1.54
H 1.30 -1.95 3.85
H 1.83 -0.70 4.98
H 3.02 -1.67 4.12
H 2.63 -1.86 1.11
H 4.06 -0.86 1.29
H 2.78 -0.35 0.20
H 2.83 2.00 4.05
H 3.52 2.17 2.44
H 4.22 1.02 3.58
*
```

=====

No. 5
# C5H22O8S

A cluster of 7 separate species, C5H22O8S in total at a distorted geometry (ωB97M-V/def2-TZVPD, the OMol25 dataset).

Calculated values
Structure (SMILES): CSCCCC(=O)O.O.O.O.O.O.O
HOMO energy (eV): -8.8
Kohn-Sham gap (eV): 8.916
Relative energy (zero: lowest compared OMol25 entry of this formula, charge and spin) (eV): 0.389
E_LUMO (eV): 0.2

Structure (ORCA input):
```
! wB97M-V def2-TZVPD RIJCOSX def2/J DEFGRID3
* xyz 0 1
C -2.37 0.04 2.27
S -3.82 0.19 1.10
C -2.86 0.03 -0.49
C -1.95 -1.20 -0.71
C -0.46 -0.79 -0.69
C 0.23 -0.74 -2.02
O 1.19 -1.39 -2.30
O -0.35 0.11 -2.95
H -2.51 -0.97 2.64
H -1.40 0.17 1.80
H -2.43 0.88 2.96
H -2.38 0.96 -0.84
H -3.65 -0.02 -1.23
H -2.24 -1.96 -0.02
H -2.21 -1.64 -1.65
H 0.18 -1.54 -0.20
H -0.43 0.13 -0.16
H -0.71 0.89 -2.52
O 3.46 -0.74 -0.96
H 3.41 -1.24 -1.78
H 2.57 -0.60 -0.62
O 2.43 1.67 -1.56
H 2.35 1.66 -2.52
H 3.10 0.95 -1.40
O -0.25 2.55 -0.44
H 0.26 1.76 -0.21
H 0.14 2.97 -1.21
O 2.14 2.12 1.72
H 1.29 2.49 1.46
H 2.67 2.31 0.93
O 1.41 -0.32 1.90
H 2.38 -0.30 1.80
H 1.25 0.35 2.58
O -0.07 -3.11 1.41
H -0.71 -3.32 2.10
H 0.37 -2.35 1.83
*
```

=====

No. 6
# C6H10N

The ion C6H10N with charge +1 at a distorted geometry (ωB97M-V/def2-TZVPD, the OMol25 dataset).

Calculated values
Structure (SMILES): C=[N+](C)C1=C[C@H]1C
HOMO energy (spin up / spin down) (eV): -13.8 / -13.8
Kohn-Sham gap (spin up / spin down) (eV): 7.842 / 7.842
Relative energy (zero: lowest compared OMol25 entry of this formula, charge and spin) (eV): 3.397
E_LUMO (spin up / spin down) (eV): -5.9 / -5.9

Structure (ORCA input):
```
! wB97M-V def2-TZVPD RIJCOSX def2/J DEFGRID3
* xyz 1 1
C 0.89 2.19 -0.48
N 0.38 1.19 0.23
C 0.73 1.03 1.63
C -0.44 0.27 -0.31
C -1.26 -0.08 -1.32
C -1.07 -1.10 -0.27
C -0.30 -2.37 -0.47
H 1.58 2.74 0.03
H 0.69 2.36 -1.48
H 0.23 0.17 2.03
H 0.46 1.96 2.25
H 1.88 0.98 1.75
H -1.53 0.01 -2.31
H -1.92 -1.12 0.29
H -0.01 -2.41 -1.62
H -0.87 -3.33 -0.21
H 0.56 -2.47 0.25
*
```

=====

Please write out number 2 again, unchanged.
# C4H14N4

A cluster of 2 separate species, C4H14N4 in total at a distorted geometry (ωB97M-V/def2-TZVPD, the OMol25 dataset).

Calculated values
Structure (SMILES): [H]/N=C(\C)NC.CNN
HOMO energy (eV): -7.7
Kohn-Sham gap (eV): 8.682
Relative energy (zero: lowest compared OMol25 entry of this formula, charge and spin) (eV): 3.711
E_LUMO (eV): 1.0

Structure (ORCA input):
```
! wB97M-V def2-TZVPD RIJCOSX def2/J DEFGRID3
* xyz 0 1
H 0.92 0.40 -2.42
N 0.41 -0.16 -1.74
C 0.01 0.57 -0.75
C 0.46 2.00 -0.57
N -1.52 0.41 -0.25
C -2.38 -0.58 -0.86
H 1.53 2.04 -0.37
H 0.27 2.55 -1.50
H -0.08 2.51 0.23
H -2.00 1.26 0.03
H -3.43 -0.37 -0.63
H -2.16 -1.58 -0.48
H -2.22 -0.61 -1.95
C 1.29 -0.19 2.06
N 0.79 -0.74 0.80
N 1.29 -2.07 0.57
H 1.25 -0.95 2.84
H 0.70 0.69 2.31
H 2.33 0.14 1.96
H -0.27 -0.80 0.74
H 2.17 -1.96 0.05
H 0.65 -2.56 -0.06
*
```